Formula: C5H15NO2
Source: the OMol25 dataset
Level of theory: wB97M-V/def2-TZVPD

The geometry in XYZ format:
```
23
Properties=species:S:1:pos:R:3:forces:R:3:lowdin_charge:R:1
C 1.0060 -1.3083 -1.7405 -0.084 0.993 -0.014 -0.1139
N 0.9406 -1.3458 -0.2589 -1.696 -0.316 -0.582 -0.2240
C 0.1810 -2.5804 0.1075 -0.233 1.029 -0.288 -0.0933
C 0.1114 -0.1804 0.1714 2.242 1.176 0.571 -0.2330
C 1.0656 1.0327 0.1172 -0.306 1.294 0.310 -0.1725
C 0.3633 2.3916 0.2588 -2.262 -1.733 0.602 -0.2102
O -0.5962 2.3495 1.3512 -0.151 0.424 0.291 -0.1194
H 1.3177 -0.3189 -2.1021 0.206 -0.280 0.265 0.0660
H 1.6442 -2.0231 -2.2717 -0.092 -0.227 0.717 0.0869
H -0.0181 -1.3877 -2.0870 -0.354 -0.353 -0.566 0.0719
H -0.5186 -2.3422 0.9154 0.491 -0.241 0.252 0.0756
H -0.4942 -2.8684 -0.7137 0.344 -0.319 0.030 0.0766
H 0.8831 -3.3535 0.3767 -0.066 -0.465 0.025 0.0720
H -0.1762 -0.3079 1.2087 -0.058 -0.320 0.095 0.1012
H -0.8056 0.1150 -0.3397 -0.004 -0.799 -0.642 0.1006
H 1.8656 0.9958 0.8715 -0.088 -0.423 -0.339 0.1191
H 1.4764 1.0783 -0.8801 0.687 -0.086 -0.137 0.0828
H -0.3877 2.4643 -0.5422 0.813 0.489 -0.370 0.1235
H 0.9772 3.2671 0.3774 0.488 0.205 -0.295 0.1063
H -0.2114 2.0985 2.1930 0.419 -0.030 -0.008 0.0860
O -2.6500 0.5021 0.7700 -1.343 -0.028 0.531 -0.0787
H -2.4303 1.3910 1.0861 0.340 -0.094 -0.067 0.0216
H -3.5437 0.3308 1.1310 0.709 0.104 -0.379 0.0546
```
Forces are in eV/Å.

LUMO: 0.0283 hartree
Largest force on an atom: 2.91 eV/A
Orbital gap: 0.349 Eh
Relative energy (zero: lowest compared OMol25 entry of this formula, charge and spin): 45.1 kcal per mole